(1)
Here is an isolated molecule of C4H7N at a distorted geometry from the Open Molecules 2025 dataset. Energies are from the ωB97M-V functional and the def2-TZVPD basis.

As for the spin multiplicity: 1. The value obtained for the lowest unoccupied orbital energy is 0.837 eV. Its max |F| is 5.26 eV/A. The energy above the lowest of the compared OMol25 structures with the same formula, charge and spin comes out at 32.2 kcal/mol. As for the structure (SMILES): CC(C)C#N. The value obtained for the highest occupied orbital energy is -11.49 eV.

Atoms and positions in Å:
N1 2.391810 0.682912 1.708281
C1 0.354237 -0.196819 -1.222692
C2 1.491372 0.324941 1.021470
C3 0.262013 -0.305180 0.227729
C4 -1.095465 0.237126 0.511473
H1 -1.452449 -0.314969 1.377778
H2 -1.234211 1.350285 0.842127
H3 -1.891552 0.053299 -0.163620
H4 0.123587 -1.189889 -1.681565
H5 -0.444819 0.512715 -1.512195
H6 0.223870 -1.317926 0.654428
H7 1.271606 0.163506 -1.763214

Atoms 1-2, force components in eV/Å:
-3.3 -1.2 -2.7
0.7 -0.2 -4.1



(2)
Here is a structure of composition C41H61N9OP2PrSi at a distorted geometry from the Open Molecules 2025 dataset. Energies are from the ωB97M-V functional and the def2-TZVPD basis.

As for the spin multiplicity: 3. The value obtained for the lowest unoccupied orbital energy (alpha / beta) is -1.869 / -1.868 eV. Its max |F| is 2.47 eV/A. As for the charge: +1. The value obtained for the highest occupied orbital energy (alpha / beta) is -9.49 / -9.49 eV.

Atoms and positions in Å:
Pr1 0.318862 -19.255378 10.280666
P1 -2.002721 -16.221676 10.203728
P2 0.548493 -16.598182 12.579482
Si1 0.981859 -21.705306 7.510753
O1 3.864038 -18.690820 12.928583
N1 1.878486 -16.915323 9.401054
N2 -3.316178 -22.527899 9.711787
N3 2.481122 -18.965860 11.085664
N4 -1.407473 -21.256362 10.196256
N5 0.805029 -20.428707 12.671149
N6 -4.003396 -19.703905 13.193007
N7 -1.996876 -19.170386 11.991905
N8 -3.455053 -20.726327 11.199252
N9 -0.250595 -19.005093 7.597695
C1 -1.917639 -18.179064 5.345864
C2 -2.583774 -18.510044 6.633872
C3 4.181908 -22.954436 4.488536
C4 -2.057871 -14.592824 9.272753
C5 -0.606855 -17.432567 5.621671
C6 1.914531 -22.360829 5.006331
C7 0.013507 -21.223091 13.396625
C8 -1.630485 -22.764610 6.541370
C9 3.547868 -22.634294 6.763154
C10 2.886919 -22.642493 4.067542
C11 -0.490016 -22.904931 7.365609
C12 -2.628792 -23.727427 6.476244
C13 3.166988 -17.108493 9.684750
C14 2.876159 -19.171504 12.369692
C15 -1.978440 -15.554434 11.939819
C16 -2.647453 -21.484771 10.325977
C17 1.488364 -15.724433 8.892532
C18 -1.359769 -25.109623 8.026068
C19 -3.791239 -16.748258 10.217486
C20 2.268515 -22.293032 6.342041
C21 0.158048 -16.959649 14.349857
C22 -3.084361 -19.827722 12.154942
C23 0.549558 -19.976941 6.808245
C24 3.535194 -18.456585 10.207348
C25 -2.441325 -24.918503 7.187671
C26 3.737617 -14.926332 8.909432
C27 1.539317 -21.244106 15.201496
C28 -1.689753 -19.251980 7.673018
C29 -4.253609 -20.936128 13.974035
C30 4.155507 -16.115384 9.464412
C31 -0.386177 -24.061433 8.098077
C32 2.377392 -14.695069 8.600530
C33 -0.152115 -17.615185 7.057508
C34 2.131398 -15.703704 12.878765
C35 -3.856320 -18.578896 14.087838
C36 -0.580521 -15.111825 12.349876
C37 1.989482 -20.049125 13.196321
C38 2.411379 -20.494762 14.436566
C39 4.487986 -23.051876 5.862595
C40 1.542925 -21.333890 9.170435
C41 0.336576 -21.650172 14.647830
H1 -2.719207 -13.840706 9.690242
H2 -4.446001 -21.789700 13.313659
H3 3.537365 -19.101722 9.303282
H4 -4.773584 -18.509946 14.677405
H5 0.437550 -16.157891 15.033602
H6 -0.701844 -16.891865 7.762196
H7 -1.759422 -21.914482 5.925895
H8 -4.152080 -16.803968 9.203999
H9 -1.237786 -26.000703 8.613885
H10 -4.324295 -21.147897 11.507847
H11 -2.900379 -17.534407 7.080309
H12 2.883563 -16.466729 13.111862
H13 -3.437771 -21.077601 14.664776
H14 -3.810463 -17.686063 13.532303
H15 -1.738483 -19.084944 4.765105
H16 -0.516487 -14.572513 13.344699
H17 5.005716 -23.197414 3.824595
H18 2.052575 -14.957372 13.666614
H19 0.270079 -20.011810 5.735548
H20 4.498504 -18.559470 10.675763
H21 -0.909738 -17.051454 14.372114
H22 5.496922 -23.288845 6.176124
H23 -4.318458 -16.078193 10.925192
H24 4.547200 -14.145378 8.798913
H25 -0.368246 -22.301211 15.186605
H26 0.381093 -15.574069 8.725610
H27 0.219051 -17.747709 4.927648
H28 -3.498062 -19.106538 6.522114
H29 -2.036697 -18.904374 8.646500
H30 1.453274 -22.177365 9.892246
H31 -2.681450 -14.760102 12.013113
H32 -1.719466 -18.524721 12.757682
H33 0.855310 -17.181504 7.059031
H34 -0.162623 -14.481888 11.602229
H35 1.548855 -19.534517 6.663069
H36 -3.029752 -18.636693 14.807352
H37 2.556956 -21.006863 9.108155
H38 1.860075 -21.485927 16.259767
H39 3.816884 -22.489489 7.799870
H40 -2.564389 -17.548529 4.791783
H41 -3.482913 -23.467569 5.821286
H42 2.657172 -22.519246 3.038505
H43 -3.827873 -17.785236 10.592564
H44 -3.159978 -25.731823 6.997326
H45 2.061070 -13.691366 8.275192
H46 2.479060 -15.192708 11.967030
H47 -0.745669 -16.339672 5.511708
H48 -2.406932 -14.848082 8.208541
H49 0.444896 -24.236086 8.805942
H50 -1.049268 -14.187792 9.194092
H51 0.533058 -17.955499 14.668359
H52 -1.004331 -21.851583 9.473314
H53 0.885776 -22.287806 4.653911
H54 -2.865575 -22.898491 8.924747
H55 -1.909559 -20.338054 7.556761
H56 5.211290 -16.327844 9.708703
H57 3.377083 -20.054567 14.791061
H58 -0.830812 -21.618554 12.878576
H59 -4.345976 -22.564731 9.700925
H60 -2.280952 -16.376622 12.605905
H61 -5.195322 -20.752632 14.609202

Atoms 1-2, force components in eV/Å:
-0.2 -0.2 0.0
-0.4 0.4 0.3



(3)
Here is a structure of composition CH2ClN2O3 at a distorted geometry from the Open Molecules 2025 dataset. Energies are from the ωB97M-V functional and the def2-TZVPD basis.

As for the spin multiplicity: 3. The value obtained for the lowest unoccupied orbital energy (alpha / beta) is 4.046 / 1.722 eV. Its max |F| is 2.60 eV/A. The energy above the lowest of the compared OMol25 structures with the same formula, charge and spin comes out at 0.0 kcal/mol. As for the charge: -1. The value obtained for the highest occupied orbital energy (alpha / beta) is -3.40 / -5.07 eV.

Atoms and positions in Å:
Cl1 0.862567 2.620214 -1.061175
O1 0.094667 -0.752159 2.086549
O2 -0.615758 0.949656 -0.786332
O3 -1.907716 0.165064 1.596600
N1 0.591020 -0.887870 -1.102141
N2 -0.380250 -0.167382 -0.259337
C1 -0.807887 -0.260210 1.488980
H1 1.051828 -1.590375 -0.551063
H2 1.111527 -0.076938 -1.412081

Atoms 1-2, force components in eV/Å:
0.8 0.4 -0.4
1.2 -0.5 0.0



Here are the calculated calculated total energy numbers, same order: -211.30943 -3656.10495 -834.65587 (a.u.).